Entry 1
CH7N4 | ωB97M-V/def2-TZVPD

Geometry as XYZ:
```
12
Properties=species:S:1:pos:R:3:nbo_charge:R:1
N -2.016 -0.469 -0.153 -0.797
N 2.718 0.043 -0.193 -0.349
N 0.086 0.907 -0.580 -0.267
N 1.562 -0.259 0.061 0.024
C -0.677 0.494 0.395 -0.141
H -1.147 1.343 0.789 0.238
H 3.149 0.475 -0.939 0.400
H -0.381 -0.234 1.113 0.241
H -2.436 0.068 -0.939 0.427
H -2.645 -0.643 0.630 0.425
H -1.626 -1.237 -0.566 0.407
H 3.413 -0.489 0.380 0.392
```

Properties
Total charge   +1
LUMO   -4.87 eV
Kohn-Sham gap   0.3173 Eh

Entry 2
CH7N4 | ωB97M-V/def2-TZVPD

Geometry as XYZ:
```
12
Properties=species:S:1:pos:R:3:nbo_charge:R:1
N 0.819 0.525 0.396 0.020
N -0.247 0.547 0.870 -0.180
N -2.693 0.047 -0.019 -0.916
N 2.675 -0.674 -0.235 -0.789
C 1.971 0.510 -0.089 0.112
H 3.594 -0.623 -0.041 0.390
H -3.439 0.678 -0.199 0.439
H 2.341 -1.573 -0.037 0.397
H 2.459 1.375 -0.324 0.234
H -1.628 0.230 0.288 0.433
H -3.152 -0.719 0.438 0.430
H -2.700 -0.324 -1.048 0.429
```

Properties
Total charge   +1
LUMO   -3.62 eV
Kohn-Sham gap   0.3054 Eh

Entry 3
CH7N4 | ωB97M-V/def2-TZVPD

Geometry as XYZ:
```
12
Properties=species:S:1:pos:R:3:nbo_charge:R:1
N -0.111 0.080 0.498 -0.419
N 2.084 0.415 -0.272 -0.592
N 1.116 -0.469 0.378 -0.236
N -2.222 0.298 -0.032 -0.734
C -1.126 -0.400 -0.129 0.314
H -0.845 -1.260 -0.787 0.186
H 1.075 -1.429 -0.103 0.409
H 1.576 -0.702 1.347 0.448
H 1.891 0.712 -1.203 0.380
H 1.838 1.827 0.532 0.387
H -2.043 1.203 0.465 0.429
H -3.138 0.008 -0.145 0.429
```

Properties
Total charge   +1
LUMO   -4.70 eV
Kohn-Sham gap   0.3542 Eh

Relative stability in hartree, measured from the most stable structure: entry 1 0.1188; entry 2 0.0000; entry 3 0.1008

Entry 1
C2H2FNO2 | ωB97M-V/def2-TZVPD

Geometry as XYZ:
```
8
Properties=species:S:1:pos:R:3:nbo_charge:R:1
F -2.019 -0.167 -0.085 -0.423
O 0.602 -1.968 0.985 -0.441
O -1.428 1.828 0.286 -0.132
N -1.186 0.852 0.819 0.534
C 0.823 -1.146 0.200 0.731
C 1.083 -0.135 -0.562 -0.808
H 0.834 -0.105 -1.631 0.275
H 1.291 0.841 -0.012 0.264
```

Properties
SMILES   C=C=O.O=NF
Total charge   0
LUMO   -1.21 eV
Kohn-Sham gap   0.3062 Eh

Entry 2
C2H2FNO2 | ωB97M-V/def2-TZVPD

Geometry as XYZ:
```
8
Properties=species:S:1:pos:R:3:nbo_charge:R:1
F -2.235 0.280 0.256 -0.338
O -0.032 1.352 1.677 -0.476
O -0.680 3.142 1.440 -0.057
N -0.959 3.436 0.367 0.236
C 0.060 0.544 0.724 0.093
C -0.887 -0.041 -0.022 0.232
H 1.029 0.209 0.413 0.137
H -0.655 -0.827 -0.659 0.173
```

Properties
Total charge   0
LUMO (spin up / spin down)   -0.22 / -1.60 eV
Kohn-Sham gap (spin up / spin down)   0.3431 / 0.2532 Eh

Relative stability in hartree, measured from the most stable structure: entry 1 0.0000; entry 2 0.0449

Entry 1
C3H4BrNO | ωB97M-V/def2-TZVPD

Geometry as XYZ:
```
10
Properties=species:S:1:pos:R:3:nbo_charge:R:1
Br 1.856 0.175 -0.079 0.097
O -2.147 1.004 -0.106 -0.546
N -0.774 -0.874 0.159 -0.508
C 0.523 1.522 0.034 -0.640
C 0.100 -1.768 0.054 -0.016
C -1.214 0.294 -0.080 0.774
H 0.208 -2.432 0.985 0.207
H 0.477 -2.054 -0.925 0.193
H 0.807 2.168 0.851 0.220
H 0.164 1.965 -0.892 0.220
```

Properties
Total charge   0
LUMO (spin up / spin down)   0.05 / 0.05 eV
Kohn-Sham gap (spin up / spin down)   0.3170 / 0.3170 Eh

Entry 2
C3H4BrNO | ωB97M-V/def2-TZVPD

Geometry as XYZ:
```
10
Properties=species:S:1:pos:R:3:nbo_charge:R:1
Br -2.412 0.389 -0.109 0.075
O 0.922 2.038 -1.563 -0.537
N 0.742 2.244 0.766 -0.772
C 0.744 2.124 -0.403 0.855
C -1.019 -0.773 -0.402 -0.297
C -0.586 -1.655 0.486 -0.437
H -0.528 -0.563 -1.369 0.226
H 0.587 1.638 1.622 0.453
H 0.247 -2.365 0.251 0.223
H -1.358 -1.971 1.182 0.211
```

Properties
SMILES   C=CBr.N=C=O
Total charge   0
LUMO   0.71 eV
Kohn-Sham gap   0.3851 Eh

Relative stability in hartree, measured from the most stable structure: entry 1 0.0824; entry 2 0.0000

Entry 1
C18H14N2O3S | ωB97M-V/def2-TZVPD

Geometry as XYZ:
```
38
Properties=species:S:1:pos:R:3:nbo_charge:R:1
S -1.841 1.365 0.703 0.403
O -2.681 -1.399 -2.775 -0.565
O -0.919 1.486 -1.891 -0.507
O -1.086 0.424 -4.528 -0.470
N -0.700 -0.866 1.264 -0.474
N -1.728 -0.966 -0.802 -0.624
C -2.171 1.069 -3.906 -0.084
C -1.064 1.177 2.225 -0.446
C 1.444 1.255 -1.993 -0.258
C 1.268 0.163 -4.536 -0.227
C 1.022 -0.403 5.765 -0.212
C 2.590 0.866 -2.660 -0.220
C 0.855 -1.827 3.398 -0.199
C 0.229 -0.585 3.499 0.000
C -0.509 -0.066 2.354 0.101
C 1.556 -2.346 4.469 -0.209
C 2.499 0.309 -3.926 -0.215
C 0.110 0.568 -3.883 0.207
C 0.204 1.102 -2.596 0.267
C -2.107 0.910 -2.381 -0.040
C -2.214 -0.580 -2.020 0.661
C 0.319 0.122 4.697 -0.202
C 1.643 -1.637 5.656 -0.211
C -1.354 -0.278 0.328 0.250
H 3.391 -0.007 -4.444 0.216
H -2.160 2.141 -4.143 0.186
H 3.551 0.989 -2.186 0.217
H -0.167 1.080 4.799 0.204
H 1.173 -0.259 -5.523 0.227
H 2.038 -3.309 4.379 0.213
H -1.051 1.998 2.911 0.239
H -2.934 1.455 -1.910 0.229
H 1.483 1.679 -1.002 0.227
H -1.670 -1.974 -0.688 0.432
H -3.073 0.604 -4.305 0.224
H 0.781 -2.370 2.469 0.231
H 2.190 -2.043 6.493 0.213
H 1.084 0.152 6.689 0.213
```

Properties
SMILES   O=C(Nc1nc(-c2ccccc2)cs1)[C@@H]1COc2ccccc2O1
Total charge   0
LUMO   0.42 eV
Kohn-Sham gap   0.3144 Eh

Entry 2
C18H14N2O3S | ωB97M-V/def2-TZVPD

Geometry as XYZ:
```
38
Properties=species:S:1:pos:R:3:nbo_charge:R:1
S -4.618 -2.067 0.913 0.348
O 4.808 -1.778 0.919 -0.448
O 3.520 -2.593 -0.847 -0.456
O 2.057 2.170 1.221 -0.472
N -1.547 3.971 -1.354 -0.345
N 1.077 4.079 1.299 -0.786
C 3.175 -1.410 -0.643 0.273
C 2.262 0.798 0.739 0.258
C -0.701 3.396 -0.861 0.278
C 0.291 2.373 -0.238 -0.279
C -0.971 0.277 -0.531 -0.010
C 0.977 2.759 0.827 0.543
C 4.760 -2.778 -0.122 0.201
C -2.193 -0.740 1.282 -0.169
C -3.290 -1.131 0.468 -0.255
C -2.040 0.165 -1.394 -0.210
C -5.844 -1.726 -0.155 -0.789
C 0.337 1.100 -0.848 -0.285
C 3.511 0.016 1.145 -0.242
C 3.783 -1.051 0.561 0.182
C 1.565 0.304 -0.560 -0.041
C -3.261 -0.625 -0.690 -0.169
C 1.923 -0.830 -0.929 -0.227
C -0.952 -0.341 0.832 -0.199
H -5.926 -0.585 -0.467 0.235
H 0.344 1.273 -1.944 0.228
H 0.207 4.480 1.108 0.387
H 4.740 -3.820 0.358 0.194
H -2.295 -1.270 2.151 0.195
H -4.008 -0.541 -1.269 0.176
H 1.493 4.069 2.161 0.387
H -1.957 0.581 -2.434 0.234
H 1.323 -1.289 -1.946 0.217
H -6.637 -2.205 0.151 0.229
H -0.124 -0.400 1.397 0.215
H -5.515 -2.281 -1.162 0.207
H 5.673 -2.762 -1.040 0.169
H 4.053 0.412 1.903 0.226
```

Properties
SMILES   CSc1ccc([C@H]2C(C#N)=C(N)Oc3cc4c(cc32)OCO4)cc1
Total charge   0
LUMO   0.27 eV
Kohn-Sham gap   0.2966 Eh

Relative stability in hartree, measured from the most stable structure: entry 1 0.0000; entry 2 0.3841